# 1
57
Properties=species:S:1:pos:R:3:forces:R:3:nbo_charge:R:1 method="wB97M-V/def2-TZVPD" orbital_gap_ev=10.003 total_energy_ev=-109282.02341 molar_mass_g_mol=765.33 homo_ev=-11.79 relative_energy_kcal_mol=0.0 largest_force_ev_per_a=7.1 lumo_energy_ev=-1.787
Zr -0.15799 0.35767 -0.54512 2.20 -0.36 2.81 1.829
N 0.07014 -0.61403 -2.35125 -0.46 -3.11 -4.82 -1.172
S 1.03698 -0.68405 -3.69390 5.06 2.36 -1.50 2.447
O 0.58999 -0.11596 -4.92235 -0.70 0.15 1.45 -0.822
O 1.78107 -1.89798 -3.81846 -1.05 -0.21 0.60 -0.879
F 2.14818 0.30248 -3.12244 -0.70 0.02 -0.23 -0.479
S -0.91455 -1.90894 -2.99602 -4.41 -2.55 2.88 2.385
O -0.45392 -3.25214 -2.72641 0.25 2.24 -0.56 -0.824
O -1.71411 -1.60356 -4.14030 1.75 0.18 0.44 -0.791
F -1.99965 -1.70581 -1.81809 0.45 0.28 -0.01 -0.483
N -1.78656 1.39451 -1.18077 -4.12 3.99 -2.59 -1.179
S -1.87772 2.56013 -2.48894 4.27 0.50 -3.91 2.396
O -1.79157 3.94070 -2.15988 -0.42 -1.07 0.59 -0.801
O -2.59930 2.08364 -3.61997 -0.94 0.09 1.43 -0.807
F -0.40564 2.21527 -2.98135 0.46 -0.04 0.63 -0.480
S -3.34491 1.77134 -0.79713 -4.33 -2.52 5.02 2.423
O -4.39198 1.05386 -1.44634 1.28 0.46 -1.13 -0.831
O -3.62708 3.10097 -0.34880 1.22 -0.40 -0.96 -0.828
F -3.31278 0.96449 0.57362 0.52 0.04 0.25 -0.506
B -0.60821 -1.15281 1.07392 -0.92 -1.61 1.56 -0.629
H -0.94755 -1.89453 1.87862 -0.21 -0.80 0.75 0.088
H -0.48114 -1.60351 0.05822 0.58 -1.61 -2.66 0.026
H -1.42567 -0.41614 0.86428 -2.27 2.13 -0.28 0.026
H 0.33312 -0.62196 1.34243 2.36 1.76 0.57 0.074
B 1.37487 1.94715 -0.28155 1.86 1.85 0.15 -0.562
H 2.20648 2.69981 -0.05424 0.77 0.75 0.10 0.090
H 1.30711 1.19446 0.54061 0.00 -2.13 2.54 0.036
H 0.34614 2.37594 -0.32472 -2.58 1.30 -0.50 0.052
H 1.53273 1.29688 -1.17708 0.59 -1.48 -2.70 0.019
C -3.21181 0.22977 3.68469 0.43 -0.83 -0.95 -0.639
C -1.93238 0.99785 3.93657 -0.65 -0.92 1.86 -0.088
O -1.99112 2.33587 3.45351 0.38 1.04 0.43 -0.455
C -1.24512 2.71386 2.45054 -1.38 -0.59 -0.49 0.755
O -0.73420 1.96380 1.66812 0.67 -0.28 -0.35 -0.591
C -1.25599 4.24520 2.25549 -0.32 -0.16 0.36 0.906
F -0.38446 4.76536 3.13934 -0.06 0.19 -0.45 -0.308
F -0.92655 4.55544 1.00932 0.26 0.04 0.36 -0.286
F -2.46961 4.74036 2.50886 0.27 0.01 0.00 -0.294
H -3.03358 -0.81679 3.94787 0.14 0.04 0.09 0.225
H -3.41076 0.20961 2.61272 -0.40 0.10 0.21 0.229
H -4.07441 0.52816 4.27362 0.07 0.50 -0.16 0.225
H -1.02853 0.45353 3.66916 -0.07 0.27 -0.66 0.207
H -1.89407 1.08973 5.02714 0.34 0.37 -0.11 0.198
C 3.67097 -4.82606 -1.29104 0.88 0.23 0.79 -0.629
C 2.95404 -3.48517 -1.28656 -0.88 -1.70 -0.70 -0.101
O 3.59349 -2.71786 -0.25539 0.31 0.25 0.44 -0.441
C 3.00440 -1.64169 0.16686 0.31 -0.05 -1.05 0.747
O 2.10866 -1.07496 -0.40149 -0.84 0.29 -0.11 -0.583
C 3.58832 -1.09258 1.45790 0.79 -0.16 0.82 0.901
F 4.50639 -1.89911 1.98662 -0.13 -0.28 0.02 -0.298
F 4.18365 0.08282 1.28825 -0.35 0.32 -0.32 -0.294
F 2.58801 -0.96295 2.33059 -0.11 0.18 0.17 -0.302
H 4.67029 -4.74482 -1.72248 -0.15 -0.01 -0.31 0.216
H 3.13653 -5.66590 -1.72518 -0.22 0.30 -0.27 0.233
H 3.86997 -5.07598 -0.24553 -0.19 -0.19 0.01 0.217
H 1.91347 -3.66068 -0.99964 0.01 0.30 0.12 0.198
H 2.91791 -3.03466 -2.27645 0.39 0.53 0.34 0.235

=====

# 2
12
Properties=species:S:1:pos:R:3:forces:R:3:nbo_charge:R:1 method="wB97M-V/def2-TZVPD" orbital_gap_ev=8.385 total_energy_ev=-11177.37745 molar_mass_g_mol=112.09 homo_ev=-8.69 relative_energy_kcal_mol=152.0 largest_force_ev_per_a=4.7 lumo_energy_ev=-0.300
N 2.73384 0.42602 -0.08534 -0.35 1.27 4.05 -0.638
N 1.87004 -0.67167 -0.16682 -3.06 1.40 0.70 -0.232
C 0.63457 -0.28247 0.04405 -1.01 -0.23 -0.49 0.256
C -0.00301 1.09625 0.16820 -0.91 1.07 -1.10 -0.436
C -1.41623 1.27752 -0.11768 1.96 -0.28 0.21 0.197
O -2.33634 0.21167 0.00166 3.63 2.34 -0.65 -0.417
N -1.59835 -1.17717 0.07447 1.14 -1.65 -0.25 0.188
N -0.39259 -1.36888 0.00957 -1.13 2.53 0.28 -0.108
H 2.52177 0.93431 1.01904 1.31 -1.77 -4.19 0.333
H 3.66574 0.00480 -0.06284 -0.25 0.45 0.29 0.371
H 0.74591 2.02313 0.21236 -2.13 -2.18 -0.53 0.256
H -1.82533 2.33851 -0.57236 0.81 -2.96 1.68 0.231

=====

# 3
8
Properties=species:S:1:pos:R:3:forces:R:3:nbo_charge:R:1 method="wB97M-V/def2-TZVPD" orbital_gap_ev=6.255 total_energy_ev=-25132.79565 molar_mass_g_mol=94.38 homo_ev=-8.62 relative_energy_kcal_mol=73.2 largest_force_ev_per_a=3.7 lumo_energy_ev=-2.367
B -0.42828 0.44610 0.51615 -0.47 -0.31 -3.61 -0.497
C 0.08757 -0.48998 -0.62438 2.44 -0.28 1.76 0.041
S -2.10627 1.07815 -0.12113 -0.76 0.15 0.07 0.059
Cl -3.27544 -0.67216 -0.03653 0.69 0.60 0.02 -0.212
H 0.45276 1.31348 0.56468 -0.04 -0.15 -0.47 0.169
H -0.48629 0.04096 1.53587 0.17 -1.24 2.78 0.064
H -0.25300 -0.34266 -1.64603 0.01 -0.26 -0.09 0.185
H 0.97528 -1.27060 -0.47197 -2.05 1.49 -0.47 0.192

=====

# 4
8
Properties=species:S:1:pos:R:3:forces:R:3:nbo_charge:R:1 method="wB97M-V/def2-TZVPD" orbital_gap_ev="7.226 / 7.577" total_energy_ev=-26288.19605 molar_mass_g_mol=109.18 homo_ev="-8.24 / -8.38" relative_energy_kcal_mol=110.1 largest_force_ev_per_a=3.9 lumo_energy_ev="-1.011 / -0.803"
C 1.09378 -0.98291 -0.07858 -3.28 -1.44 -1.50 -0.619
N -0.49026 1.69454 -0.67141 0.58 -0.85 -0.15 -0.129
O -1.56487 1.14557 -0.37643 0.10 1.85 -0.04 -0.314
S -0.61440 -1.41829 -0.17300 2.35 -0.14 0.26 0.348
S -1.55506 -0.32360 1.11072 0.11 -0.65 0.17 0.006
H 1.69774 -1.54257 -0.79557 0.12 0.48 0.49 0.224
H 1.32987 -0.47694 0.80807 0.89 0.61 0.85 0.208
H 0.10320 1.90420 0.17620 -0.87 0.15 -0.08 0.276